No. 1
Molecular formula: C41H34N6O5PRbS2
Method: DFT, ωB97M-V/def2-TZVPD

Element x y z (Å)
Rb -0.523 0.512 -0.286
O 1.461 -0.323 2.117
C 1.505 0.674 2.770
C 1.620 1.658 3.642
C 2.914 2.283 3.970
C 3.012 3.048 5.084
C 1.895 3.355 5.917
C 0.634 2.997 5.456
C 0.420 2.253 4.303
P -1.135 2.015 3.476
C -1.760 0.374 4.048
C -1.092 -0.382 5.006
C -1.567 -1.638 5.366
C -2.718 -2.144 4.776
C -3.390 -1.400 3.812
C -2.902 -0.154 3.442
C -2.274 3.114 4.420
C -3.119 2.691 5.443
C -3.938 3.594 6.110
C -3.922 4.938 5.769
C -3.083 5.374 4.750
C -2.275 4.469 4.082
H 3.767 2.113 3.326
H 3.981 3.476 5.327
H 2.009 3.992 6.783
H -0.237 3.374 5.985
H -0.195 0.026 5.461
H -1.035 -2.226 6.106
H -3.082 -3.128 5.053
H -4.265 -1.796 3.309
H -3.390 0.391 2.642
H -3.139 1.645 5.720
H -4.589 3.243 6.902
H -4.561 5.642 6.290
H -3.065 6.422 4.473
H -1.621 4.810 3.287
N -1.238 -2.122 1.113
N -2.527 -2.613 0.813
C -3.564 -1.616 0.595
O -4.711 -2.091 0.672
O -3.175 -0.461 0.350
H -0.565 -2.863 0.972
H -1.172 -1.795 2.076
H -2.879 -3.287 1.481
O 2.635 2.199 -3.789
S 2.313 1.385 -2.609
O 1.977 2.130 -1.415
N 1.238 0.283 -2.786
C 0.982 -0.440 -3.919
C 1.673 -0.389 -5.118
C 1.241 -1.105 -6.250
C 0.136 -1.906 -6.212
C -0.569 -2.043 -4.990
C -1.708 -2.874 -4.858
C -2.339 -2.977 -3.654
C -1.835 -2.239 -2.559
N -0.797 -1.448 -2.652
C -0.152 -1.336 -3.843
C 3.837 0.532 -2.250
C 3.938 -0.130 -1.029
C 5.087 -0.844 -0.734
C 6.129 -0.902 -1.654
C 6.022 -0.239 -2.867
C 4.872 0.484 -3.168
H 2.543 0.247 -5.198
H 1.796 -0.997 -7.176
H -0.205 -2.443 -7.089
H -2.059 -3.421 -5.727
H -3.211 -3.604 -3.519
H -2.310 -2.310 -1.585
H 3.122 -0.071 -0.319
H 5.170 -1.354 0.217
H 7.026 -1.462 -1.420
H 6.835 -0.279 -3.581
H 4.776 1.021 -4.101
N 1.433 2.885 -6.326
C 0.116 2.791 -6.460
S -0.690 2.852 -7.909
C -0.582 2.646 -5.151
C -1.485 1.615 -4.928
C -1.947 1.422 -3.638
N -1.576 2.159 -2.593
C -0.775 3.192 -2.842
C -0.246 3.473 -4.085
H 1.986 2.950 -7.164
H 1.870 2.742 -5.410
H -1.762 0.941 -5.728
H -2.621 0.602 -3.415
H -0.484 3.788 -1.985
H 0.467 4.276 -4.214

Results
spin multiplicity: 1
net charge: -2
energy relative to the best compared isomer or geometry (same formula, charge and spin): 0.0 kJ/mol
total energy: -3449.436661 Eh
frontier orbital gap: 4.13 eV


No. 2
Molecular formula: C41H35BBr2F9N3O7S3Sr
Method: DFT, ωB97M-V/def2-TZVPD

Element x y z (Å)
Sr 1.131 0.218 -0.547
O -1.319 -2.904 -0.450
S -2.578 -3.303 0.234
C -3.859 -2.038 -0.083
C -3.323 -0.631 -0.346
C -3.524 0.273 0.873
C -3.139 1.734 0.645
S -1.386 2.062 0.972
O -0.720 0.720 0.710
C -1.465 2.162 2.754
C -0.836 1.199 3.517
C -0.846 1.327 4.901
C -1.465 2.413 5.500
C -2.077 3.387 4.715
C -2.073 3.268 3.336
C -2.288 -2.988 1.980
C -3.265 -3.219 2.941
C -2.959 -3.033 4.280
C -1.676 -2.644 4.653
C -0.704 -2.439 3.686
C -1.007 -2.605 2.339
H -4.511 -2.061 0.794
H -4.414 -2.439 -0.931
H -3.843 -0.210 -1.210
H -2.274 -0.691 -0.635
H -2.980 -0.138 1.729
H -4.585 0.262 1.145
H -3.693 2.415 1.292
H -3.284 2.076 -0.384
H -0.337 0.374 3.026
H -0.355 0.577 5.509
H -1.461 2.513 6.579
H -2.546 4.247 5.179
H -2.521 4.036 2.715
H -4.258 -3.545 2.648
H -3.718 -3.201 5.035
H -1.437 -2.506 5.701
H 0.304 -2.150 3.962
H -0.258 -2.454 1.570
C 4.441 0.005 -2.197
C 3.610 -0.868 -3.090
C 4.191 -1.710 -4.066
C 3.395 -2.539 -4.798
C 1.997 -2.545 -4.592
C 1.071 -3.367 -5.287
Br 1.680 -4.606 -6.606
C -0.265 -3.280 -5.027
C -0.755 -2.376 -4.075
Br -2.637 -2.282 -3.825
C 0.064 -1.515 -3.337
O -0.337 -0.661 -2.494
C 1.497 -1.654 -3.621
N 2.315 -0.852 -2.891
H 5.466 0.100 -2.559
H 4.473 -0.427 -1.193
H 4.000 1.000 -2.114
H 5.264 -1.693 -4.214
H 3.822 -3.198 -5.543
H -0.964 -3.909 -5.561
O 3.577 -2.584 0.157
B 2.438 -1.813 0.657
O 2.390 -2.200 2.083
C 3.388 -3.078 2.335
C 3.720 -3.695 3.521
C 4.815 -4.568 3.511
C 5.535 -4.798 2.345
C 5.186 -4.165 1.146
C 4.108 -3.308 1.169
H 3.152 -3.505 4.423
H 5.106 -5.069 4.427
H 6.379 -5.477 2.363
H 5.736 -4.336 0.229
O 0.658 1.903 -2.414
H 0.026 2.638 -2.279
H 0.118 1.147 -2.716
C -6.580 3.220 -3.527
C -5.138 3.526 -3.834
C -4.689 3.645 -5.145
C -3.333 3.890 -5.289
N -2.493 4.012 -4.278
C -3.002 3.878 -3.027
S -1.947 4.009 -1.664
N -4.325 3.644 -2.796
H -7.253 3.686 -4.249
H -6.820 3.564 -2.522
H -6.748 2.140 -3.563
H -5.352 3.546 -5.994
H -2.899 3.991 -6.283
F 5.264 2.771 2.228
C 4.507 2.084 1.341
F 4.377 0.848 1.817
F 5.226 2.001 0.207
C 3.106 2.727 1.062
O 2.319 1.858 0.430
C 3.305 4.003 0.179
F 4.309 4.804 0.614
F 2.195 4.748 0.155
F 3.591 3.670 -1.078
C 2.475 3.146 2.425
F 3.109 4.176 3.028
F 1.200 3.517 2.274
F 2.486 2.119 3.289

Results
spin multiplicity: 1
net charge: -2
energy relative to the best compared isomer or geometry (same formula, charge and spin): 33.0 kJ/mol
total energy: -9571.596488 Eh
frontier orbital gap: 6.16 eV


No. 3
Molecular formula: C41H35BBrClN2O6Ti
Method: DFT, ωB97M-V/def2-TZVPD

Element x y z (Å)
Ti -0.265 -1.548 -0.233
C 2.673 -0.493 -5.056
C 1.646 -1.062 -4.106
C 0.685 -2.000 -4.518
C -0.214 -2.523 -3.629
C -0.198 -2.114 -2.288
Br -2.324 -2.894 0.276
N 0.708 -1.188 -1.943
C 1.612 -0.678 -2.786
H 2.466 -0.802 -6.083
H 3.683 -0.830 -4.803
H 2.680 0.600 -5.033
H 0.663 -2.308 -5.562
H -0.942 -3.255 -3.958
H 2.308 0.054 -2.388
Cl -3.654 1.558 -6.996
C -2.926 1.375 -5.399
C -3.571 0.603 -4.420
C -3.007 0.450 -3.174
C -1.768 1.088 -2.844
C -1.128 1.845 -3.876
C -1.698 1.980 -5.124
C -1.214 0.853 -1.582
O -1.604 0.015 -0.738
O -0.036 1.577 -1.241
H -4.513 0.120 -4.655
H -3.473 -0.174 -2.421
H -0.155 2.298 -3.698
H -1.190 2.542 -5.901
O -0.587 3.921 -1.792
B 0.257 2.861 -1.402
O 1.566 3.345 -1.152
C 1.498 4.684 -1.385
C 2.493 5.610 -1.281
C 2.164 6.930 -1.586
C 0.872 7.277 -1.979
C -0.135 6.315 -2.078
C 0.205 5.031 -1.775
H 3.492 5.323 -0.969
H 2.928 7.696 -1.519
H 0.643 8.310 -2.211
H -1.146 6.564 -2.382
C 4.624 1.539 5.409
C 3.516 0.809 4.688
C 3.480 -0.574 4.640
C 2.475 -1.271 3.966
C 2.554 -2.782 3.950
C 1.469 -0.549 3.312
C 1.495 0.856 3.334
C 0.478 1.736 2.636
C 2.515 1.505 4.033
C 0.385 -1.311 2.568
O 0.017 -2.374 3.002
O -0.044 -0.716 1.468
H 5.333 1.980 4.701
H 5.185 0.863 6.058
H 4.230 2.352 6.024
H 4.262 -1.143 5.137
H 3.512 -3.098 4.372
H 2.467 -3.172 2.935
H 1.736 -3.231 4.515
H 0.675 1.779 1.563
H 0.540 2.749 3.044
H -0.539 1.370 2.732
H 2.524 2.595 4.051
C 5.266 -1.053 1.002
C 4.139 -0.256 0.830
C 2.902 -0.806 0.511
C 2.716 -2.200 0.357
C 3.878 -2.991 0.550
C 5.110 -2.432 0.858
N 1.457 -2.743 0.154
C 1.398 -4.006 -0.469
C 0.520 -4.980 0.014
C 0.365 -6.194 -0.640
C 1.094 -6.491 -1.790
C 1.987 -5.536 -2.271
C 2.140 -4.317 -1.618
H 6.227 -0.618 1.254
H 4.215 0.823 0.943
H 2.056 -0.141 0.393
H 3.786 -4.065 0.470
H 5.963 -3.088 1.000
H -0.057 -4.740 0.897
H -0.343 -6.919 -0.247
H 0.961 -7.437 -2.306
H 2.559 -5.734 -3.173
H 2.825 -3.574 -2.012

Results
spin multiplicity: 1
net charge: -2
energy relative to the best compared isomer or geometry (same formula, charge and spin): 130.7 kJ/mol
total energy: -6053.158540 Eh
frontier orbital gap (alpha / beta): 3.17 / 3.19 eV


No. 4
Molecular formula: C41H35Co2O10P
Method: DFT, ωB97M-V/def2-TZVPD

Element x y z (Å)
C 6.164 -5.579 3.442
C 4.702 -5.937 3.444
O 3.931 -4.763 3.103
C 2.664 -4.790 3.563
C 1.914 -3.522 3.284
C 2.627 -2.256 3.401
C 1.823 -0.978 3.404
O 3.859 -2.202 3.533
C 0.460 -3.637 3.348
O -0.338 -2.712 3.552
O 0.004 -4.892 3.210
C -1.414 -4.986 3.460
C -1.749 -6.449 3.467
O 2.228 -5.725 4.218
H 6.758 -6.494 3.513
H 6.453 -5.036 2.538
H 6.403 -4.963 4.316
H 4.478 -6.713 2.700
H 4.393 -6.281 4.435
H 0.758 -1.186 3.568
H 2.220 -0.321 4.192
H 1.938 -0.451 2.448
H -1.637 -4.538 4.435
H -1.968 -4.450 2.678
H -2.828 -6.591 3.551
H -1.411 -6.949 2.558
H -1.287 -6.946 4.324
O 0.635 1.963 -6.353
C 0.287 1.808 -5.261
Co -0.171 1.607 -3.586
C 0.549 0.019 -3.306
O 1.216 -0.919 -3.148
C 0.991 2.808 -3.098
O 1.855 3.547 -2.862
C -1.751 2.359 -3.261
C -1.834 1.055 -3.801
C -2.564 0.136 -4.484
C -2.010 -1.152 -4.858
C -2.024 -1.566 -6.211
C -1.398 -2.747 -6.592
C -0.800 -3.575 -5.631
C -0.790 -3.180 -4.288
C -1.379 -1.980 -3.909
Co -1.914 1.444 -1.614
C -1.636 -0.108 -0.860
O -1.472 -1.137 -0.341
C -3.580 1.827 -1.358
O -4.689 2.119 -1.164
P -0.949 2.795 -0.322
C 0.737 2.406 0.296
C 1.365 3.232 1.244
C 2.662 2.934 1.676
C 3.319 1.792 1.205
C 2.668 0.935 0.316
C 1.381 1.240 -0.138
C -0.878 4.487 -1.048
C 0.311 5.218 -1.152
C 0.313 6.463 -1.788
C -0.867 6.985 -2.324
C -2.052 6.253 -2.241
C -2.062 5.012 -1.594
C -1.876 3.043 1.250
C -2.438 4.277 1.613
C -3.261 4.367 2.742
C -3.502 3.240 3.533
C -2.905 2.019 3.200
C -2.088 1.917 2.068
H -2.238 3.283 -3.534
H -3.483 0.482 -4.968
H -2.518 -0.922 -6.944
H -1.389 -3.041 -7.643
H -0.338 -4.522 -5.923
H -0.328 -3.814 -3.529
H -1.464 -1.709 -2.853
H 0.839 4.109 1.635
H 3.162 3.599 2.382
H 4.333 1.562 1.536
H 3.157 0.025 -0.038
H 0.872 0.563 -0.837
H 1.228 4.832 -0.705
H 1.247 7.022 -1.859
H -0.865 7.964 -2.805
H -2.980 6.632 -2.673
H -2.994 4.438 -1.528
H -2.235 5.168 1.013
H -3.712 5.326 3.001
H -4.145 3.313 4.412
H -3.072 1.137 3.819
H -1.624 0.958 1.809

Results
spin multiplicity: 1
net charge: -2
energy relative to the best compared isomer or geometry (same formula, charge and spin): 0.0 kJ/mol
total energy: -5442.635135 Eh
frontier orbital gap: 5.40 eV